Entry 1:
Molecular formula: C2HO2S2
Method: DFT, ωB97M-V/def2-TZVPD

The value obtained for the total energy is -1023.64722 Ha. The multiplicity is 1. The energy above the lowest of the compared OMol25 structures with the same formula, charge and spin is 2.124 eV. For the strongest force on any atom, the calculation gives 2.56 eV/Å. Its SMILES is [O-]C1=C(SS)O1. Its charge is -1. The calculation puts the frontier orbital gap (alpha / beta) at 7.18 / 7.17 eV.

The geometry in XYZ format:
```
7
Properties=species:S:1:pos:R:3:forces:R:3:mulliken_charge:R:1
C -1.7220 0.4069 -0.1746 -0.6 0.0 -0.2 0.863
C -0.9019 -0.6560 0.2074 2.5 -0.7 0.0 -0.256
O -1.3431 0.5828 1.0837 -0.4 0.6 0.1 -0.387
O -2.4307 0.9410 -0.9731 -0.1 0.4 0.0 -0.584
S 2.9476 -0.5583 -0.5149 -0.5 -0.2 -0.3 -0.582
S 0.6055 -1.2959 0.2206 -0.8 -0.5 0.1 -0.091
H 2.8447 0.5796 0.1508 0.1 0.4 0.3 0.037
```
Forces are in eV/Å.

***

Entry 2:
Molecular formula: C22H62O9
Method: DFT, ωB97M-V/def2-TZVPD

The value obtained for the total energy is -1552.48587 Ha. The multiplicity is 1. The energy above the lowest of the compared OMol25 structures with the same formula, charge and spin is 0.989 eV. For the strongest force on any atom, the calculation gives 2.10 eV/Å. Its SMILES is CC(C)O.CC(C)O.CC(C)O.CC(C)O.CC(C)O.CC(C)O.CCO.CO.CO. The calculation puts the frontier orbital gap at 9.99 eV.

The geometry in XYZ format:
```
93
Properties=species:S:1:pos:R:3:forces:R:3:mulliken_charge:R:1
C 37.0590 25.6152 4.2699 -1.0 0.3 0.2 -1.411
C 36.7216 24.7227 5.4661 0.1 -1.0 -1.4 1.483
C 35.2974 24.1964 5.5356 -0.8 0.9 0.1 -1.482
O 37.5104 23.5235 5.3000 0.8 0.1 1.2 -0.543
H 36.6453 25.1540 3.3684 -0.1 0.1 0.0 0.464
H 38.1253 25.7449 4.0940 0.1 -0.1 0.4 0.276
H 36.5950 26.5926 4.4246 0.1 0.0 -0.3 0.280
H 36.9950 25.2493 6.3817 0.1 -0.4 0.2 -0.346
H 34.5336 24.9484 5.7652 0.3 0.2 0.0 0.342
H 35.1983 23.4455 6.3177 0.3 -0.1 -0.1 0.301
H 35.0090 23.7785 4.5684 0.1 -0.2 0.0 0.388
H 37.4230 23.1802 4.4086 -0.2 0.2 -0.2 0.334
C 32.6265 24.1964 9.7688 0.2 0.1 0.0 -1.151
C 31.8565 22.9291 10.0635 -1.4 -0.2 -0.6 0.823
C 31.0026 22.5597 8.8330 0.5 0.3 0.1 -1.461
O 32.7011 21.8251 10.4392 -0.3 0.6 -0.1 -0.574
H 33.1136 24.1343 8.7936 0.2 -0.1 0.1 0.246
H 33.3568 24.4552 10.5352 0.1 -0.1 0.0 -0.094
H 31.9500 25.0500 9.7123 -0.2 -0.1 0.0 0.511
H 31.1186 23.1115 10.8557 0.4 0.0 0.3 0.228
H 31.6582 22.5085 7.9615 -0.1 0.0 -0.1 0.319
H 30.2654 23.3533 8.7019 0.0 0.0 -0.2 0.371
H 30.4649 21.6129 8.9056 0.1 0.0 0.3 0.406
H 32.0762 21.1048 10.5693 0.4 -0.3 0.1 0.326
C 34.9221 24.9672 13.4024 0.3 -0.5 -1.4 -1.005
C 34.7858 26.4716 13.3470 1.0 1.1 -0.3 0.513
C 35.9429 27.2071 14.0805 -0.3 -1.0 0.7 -1.193
O 34.8120 26.9509 11.9849 -0.3 -0.8 0.2 -0.548
H 35.9059 24.7056 12.9933 0.0 0.0 0.1 0.184
H 34.2195 24.5537 12.6699 -0.1 -0.1 0.3 0.002
H 34.8180 24.4217 14.3370 -0.2 0.5 0.3 0.419
H 33.8144 26.7708 13.7411 0.0 0.1 0.0 0.452
H 36.5319 27.8565 13.4406 -0.5 0.3 -0.2 0.210
H 36.6753 26.4716 14.4328 -0.2 0.0 0.3 0.353
H 35.5162 27.7293 14.9374 0.4 0.2 0.0 0.335
H 35.4872 26.4262 11.5105 -0.4 0.1 -0.1 0.164
C 37.2535 21.4621 9.4690 0.6 0.4 0.3 -1.190
C 36.0428 21.5819 10.3704 -0.4 0.1 -0.4 0.742
C 36.2758 21.6231 11.8661 -0.6 0.1 0.3 -1.317
O 35.3530 22.8057 10.0103 0.2 -0.4 -0.1 -0.143
H 37.9099 22.3366 9.5511 -0.3 0.2 -0.1 0.054
H 36.9292 21.3570 8.4359 0.1 0.0 0.0 0.348
H 37.9381 20.6541 9.7357 -0.4 -0.3 0.0 0.406
H 35.3545 20.7803 10.0861 0.0 -0.2 0.3 0.251
H 36.5231 20.6721 12.3405 0.5 0.0 -0.3 0.464
H 35.3277 21.8947 12.3402 0.0 0.1 -0.1 0.325
H 36.9726 22.4231 12.1207 0.2 -0.2 0.0 0.127
H 34.4177 22.6523 10.2254 0.3 0.0 -0.1 -0.250
C 41.0907 24.3589 12.0233 -0.7 -0.2 0.0 -1.313
C 40.8165 22.8809 11.7600 -0.1 -0.1 1.2 1.475
C 41.6451 22.3877 10.6112 0.1 0.4 -1.0 -1.224
O 41.1418 22.2091 12.9805 0.3 0.0 0.4 -0.609
H 40.4967 24.7427 12.8552 -0.1 -0.2 0.1 0.323
H 40.7599 24.9143 11.1435 0.5 0.2 0.0 0.227
H 42.1325 24.5172 12.2957 0.1 0.1 -0.4 0.437
H 39.7328 22.7480 11.6193 0.1 0.0 -0.4 -0.567
H 42.6665 22.7631 10.7054 0.0 -0.1 0.1 0.330
H 41.2229 22.8324 9.7020 0.2 -0.1 -0.1 0.235
H 41.7074 21.3129 10.4347 -0.3 -0.1 0.4 0.400
H 41.0581 21.2561 12.8893 -0.1 0.0 -0.2 0.324
C 40.1708 27.3825 6.2116 0.0 0.7 -0.1 -1.119
C 40.6054 25.9292 6.1095 0.1 0.6 1.0 0.883
C 41.9753 25.7037 6.7190 0.9 -0.2 -0.4 -1.575
O 39.7500 25.0757 6.8545 -0.3 -0.2 0.1 -0.407
H 39.1208 27.5109 5.9361 0.0 -0.1 0.0 0.270
H 40.7649 28.0231 5.5514 0.0 -0.2 -0.2 0.419
H 40.3109 27.8468 7.1913 -0.1 -0.5 0.2 0.131
H 40.6089 25.6725 5.0446 0.1 -0.3 0.0 0.223
H 42.2598 24.6599 6.5717 0.1 0.0 -0.1 0.365
H 42.0894 25.9037 7.7857 -0.7 0.1 0.1 0.266
H 42.7426 26.3386 6.2643 -0.1 -0.1 -0.3 0.405
H 38.8727 25.0075 6.4557 0.4 0.0 -0.2 0.026
C 39.5987 29.1339 11.9656 -0.5 0.0 0.5 -1.188
C 40.0804 28.8590 10.5331 0.1 0.3 2.1 0.470
O 41.4363 28.4519 10.5898 0.1 -0.3 -0.8 -0.522
H 38.5503 29.4468 11.9470 0.1 0.1 0.1 0.303
H 40.1756 29.8793 12.5228 0.0 0.4 -0.6 0.454
H 39.6637 28.2938 12.6640 -0.1 -0.5 -0.6 0.260
H 39.8970 29.7729 9.9652 0.3 -0.1 -0.4 0.271
H 39.4912 28.0390 10.1371 0.2 -0.1 -0.3 -0.268
H 41.9757 29.1419 10.9826 -0.1 0.1 0.0 0.284
C 37.6790 25.6311 9.9592 -0.2 -0.5 0.5 -0.513
O 36.2954 25.3751 10.1984 0.3 -0.1 -0.4 0.411
H 37.8250 26.6789 10.2097 0.2 0.0 -0.4 0.035
H 38.3015 25.0290 10.6335 0.0 0.1 0.1 0.351
H 37.9684 25.3469 8.9451 0.1 0.5 -0.1 0.202
H 36.1294 24.4287 10.0171 -0.4 0.1 0.2 -0.100
C 35.2032 28.6765 7.9138 0.4 -0.3 0.1 -0.686
O 35.9356 27.5104 7.5246 -0.2 0.0 -0.2 -0.342
H 35.8280 29.2701 8.5850 -0.3 0.1 0.2 0.231
H 34.9853 29.2991 7.0479 0.0 -0.2 -0.2 0.234
H 34.2675 28.3735 8.3827 0.0 0.3 0.2 0.282
H 35.8024 26.8504 8.2170 0.1 0.0 0.0 0.165
```
Forces are in eV/Å.

***

Entry 3:
Molecular formula: C9H21N3O3P
Method: DFT, ωB97M-V/def2-TZVPD

The value obtained for the total energy is -1086.82508 Ha. The multiplicity is 2. The expectation value of S² is 0.75. For the strongest force on any atom, the calculation gives 2.78 eV/Å. The calculation puts the frontier orbital gap (alpha / beta) at 9.11 / 9.13 eV.

The geometry in XYZ format:
```
37
Properties=species:S:1:pos:R:3:forces:R:3:mulliken_charge:R:1
C 2.7031 1.4102 0.8365 -0.3 -0.4 0.0 -1.479
C 1.5027 0.6604 0.1179 1.2 2.5 0.0 1.788
C 1.7546 0.9023 -1.4098 -0.4 0.3 0.3 -1.747
C 0.2132 1.3919 0.5754 -0.5 -1.0 0.1 -2.554
C -1.1043 0.5527 0.5705 -1.1 -0.4 0.8 2.035
N -1.8614 0.9990 1.7884 0.0 0.2 -0.7 -0.981
P -2.2174 1.0651 -0.8611 0.5 1.6 -1.3 0.829
N -1.4324 1.3597 -2.1955 -1.0 -0.5 1.2 -0.799
O -2.9270 2.5009 -0.3669 0.4 -2.1 -0.6 -0.552
O -3.4084 -0.0930 -1.0295 1.5 1.3 1.1 -0.544
C -0.9243 -1.0021 0.6934 0.6 0.6 -0.3 -2.050
C 0.4363 -1.5853 0.2344 -1.1 -2.5 0.2 1.528
C 0.3297 -2.0525 -1.2550 -0.5 -0.1 0.3 -1.725
C 0.6357 -2.9235 1.0611 0.3 0.9 -0.4 -1.616
N 1.6078 -0.7515 0.5295 -0.6 0.4 -2.2 0.518
O 2.6836 -1.2675 0.0500 0.2 -0.3 1.0 -0.589
H 3.4208 1.7694 0.0861 -0.1 -0.2 0.4 0.320
H 3.1992 0.7033 1.5175 0.0 0.3 -0.3 0.365
H 2.3556 2.2727 1.4273 0.1 -0.3 -0.3 0.361
H 2.7373 0.5260 -1.7256 -0.5 -0.2 0.2 0.399
H 1.8016 2.0037 -1.5157 -0.1 -0.5 0.0 0.526
H 0.9241 0.5722 -2.0452 0.4 0.0 0.1 0.266
H 0.3512 1.7289 1.6187 -0.1 -0.2 -0.4 0.489
H 0.0576 2.2965 -0.0331 0.3 -0.3 0.2 0.363
H -2.7246 0.4656 1.8443 0.1 -0.2 0.3 0.286
H -1.2753 0.7605 2.5801 -0.2 0.0 0.2 0.341
H -1.5722 2.3300 -2.4608 0.1 -0.1 -0.2 0.245
H -3.4883 2.3484 0.3991 0.0 0.2 0.4 0.311
H -3.8307 0.1428 -1.8612 -0.2 -0.1 -0.4 0.363
H -1.7326 -1.5100 0.1364 0.4 0.1 0.2 0.393
H -1.0809 -1.2737 1.7518 0.2 0.3 -0.3 0.503
H -0.0964 -1.2927 -1.9265 0.4 -0.1 0.1 0.367
H 1.2716 -2.4852 -1.6218 -0.2 0.5 0.1 0.399
H -0.3933 -2.8925 -1.2416 0.2 0.4 0.0 0.494
H 1.1333 -3.6560 0.4089 -0.2 0.1 0.5 0.335
H 1.2899 -2.6816 1.9148 -0.4 -0.4 -0.2 0.413
H -0.3395 -3.2954 1.4074 0.4 0.0 -0.2 0.399
```
Forces are in eV/Å.